No. 1
# C5H7NO

A single C5H7NO molecule in a non-equilibrium geometry (wB97M-V/def2-TZVPD, OMol25).

Geometry as ORCA input:
```
! wB97M-V def2-TZVPD RIJCOSX def2/J DEFGRID3
* xyz 0 1
C -0.74749 1.33705 -0.73896
C -0.95289 0.27075 0.35272
C -1.40203 -0.93158 -0.15574
N -1.72582 -1.83287 -0.73751
C 0.78225 -0.07911 0.89128
C 1.45336 -1.15648 0.26696
O 1.75851 0.15881 -0.05429
H -1.53258 2.14452 -0.47164
H 0.32575 1.68565 -0.72597
H -0.87715 0.86315 -1.70097
H -1.35393 0.64914 1.26409
H 0.95629 0.27616 1.88051
H 2.31269 -1.77453 0.61190
H 1.00303 -1.61065 -0.68237
*
```

## Properties
Structure (SMILES): C[C@@H](C#N)[C@H]1CO1

No. 2
# C5H7NO

A single C5H7NO molecule (wB97M-V/def2-TZVPD, OMol25).

Geometry as ORCA input:
```
! wB97M-V def2-TZVPD RIJCOSX def2/J DEFGRID3
* xyz 0 1
C 0.77543 1.40403 -0.67037
C 0.35611 -0.04974 -0.54169
O -0.60546 -0.42065 -1.51613
C -1.49134 -1.23012 -0.84905
C -1.38368 -1.42425 0.50396
C -0.27319 -0.59030 0.72081
N 0.25879 -0.34030 1.91785
H 1.58464 1.63169 0.03635
H 1.17827 1.59418 -1.67160
H -0.07302 2.07270 -0.49766
H 1.23673 -0.70925 -0.66898
H -2.21519 -1.62857 -1.55811
H -0.19873 -0.76466 2.71105
H 0.85063 0.45525 2.08357
*
```

## Properties
Structure (SMILES): C[C@@H]1OC=C=C1N

No. 3
# C5H7NO

A single C5H7NO molecule (wB97M-V/def2-TZVPD, OMol25).

Geometry as ORCA input:
```
! wB97M-V def2-TZVPD RIJCOSX def2/J DEFGRID3
* xyz 0 1
C -0.53960 -1.73898 -0.40646
C -0.38616 0.55761 1.49949
C 0.06898 1.16601 0.20162
N -0.45525 2.40063 -0.07768
C 0.90307 0.32158 -0.43630
C 0.66308 -1.01086 0.20891
O 0.13933 -0.63695 1.52072
H -1.35054 -1.01581 -0.56261
H -0.29503 -2.19079 -1.36681
H -0.90115 -2.50146 0.28937
H 0.07248 3.07084 -0.61116
H -0.97770 2.77520 0.70142
H 1.54124 0.48422 -1.29962
H 1.51724 -1.68127 0.33909
*
```

Asked for HOMO energy across the records above, the calculation gives -0.3696, -0.2873, -0.3118 Ha in order.
Asked for ΔE to the lowest compared entry with this formula, charge and spin across the records above, the calculation gives 330.6, 280.1, 306.5 kJ/mol in order.